# 1
ORCA calculation (ωB97M-V/def2-TZVPD) on a cluster of 12 separate species, C38H106N6O18 in total in a non-equilibrium geometry.

Structure (ORCA input):
```
! wB97M-V def2-TZVPD RIJCOSX def2/J DEFGRID3
* xyz -1 2
O -1.1713 2.0500 -7.8263
O 6.5668 3.7425 -4.9645
O 3.6476 1.2568 -1.6524
O -0.8381 0.1613 -5.5731
O -5.6560 1.6616 3.4779
O -1.4591 -0.5284 -2.7372
O -1.4692 3.5185 4.6147
O 5.6404 3.5950 1.5157
O -2.5925 -6.4678 7.8649
O -1.5290 -3.0655 -3.8187
O -3.0441 -3.1208 2.8663
O 4.2218 -7.5942 0.1771
O 1.7653 0.3798 4.6610
O -0.2558 2.1575 -3.7439
O 2.9807 -2.8641 0.7375
O -1.2048 4.4940 -0.3055
O -5.8788 1.7267 -4.9812
O -4.2851 -0.0398 -1.5996
N 4.4037 2.9730 4.2541
N -3.7249 -4.6695 5.3954
N 1.9862 -5.7277 -0.4446
N 3.6216 2.7173 -5.0602
N -2.8641 1.8645 2.6178
N -2.8082 2.5177 -5.4599
C -3.4850 1.8856 -4.2548
C 2.9069 0.9247 3.9712
C -0.8662 2.9950 3.4513
C -1.0248 0.4773 -0.5291
C -5.1470 1.0178 2.2697
C -4.9423 2.3416 -4.0473
C 3.1779 1.9192 -2.8061
C 4.5556 2.8979 -6.2353
C 6.8050 4.0520 0.9258
C 7.4847 4.8141 -4.7763
C -0.4680 2.2875 -8.9781
C 1.8558 -7.1670 -0.2026
C 5.1485 -7.7273 1.2777
C 3.0446 -1.5570 0.3410
C 5.1686 4.5084 2.4704
C 1.6189 -4.9325 0.7962
C 4.2204 2.1017 -3.8867
C -2.5466 2.5109 -7.9427
C -2.4656 -1.9834 2.2503
C -4.3498 -5.7689 6.1848
C -4.5789 -4.1080 4.4082
C 1.0642 -0.4558 3.7349
C 3.1770 1.7424 -0.3931
C 1.6679 -3.4109 0.6622
C -3.4294 -6.8384 6.7074
C -0.5187 3.6948 5.6484
C -1.5770 -7.4021 8.0884
C -0.8803 -0.7052 -1.4676
C 3.2797 2.1847 4.7569
C 5.5855 4.0392 -6.0154
C 2.8960 -7.8511 0.7047
C -1.8874 2.8986 2.3375
C -6.4515 0.8096 4.3576
C -3.2455 1.9112 -6.7227
C 3.9552 3.9629 3.2390
C -7.2397 1.9546 -4.8156
C -3.9519 -2.7982 3.9478
C -4.0441 1.9795 1.7620
H 6.1576 -7.4792 0.9487
H 4.8933 -6.9491 1.9970
H 0.4516 1.7089 -8.8900
H -0.4404 2.0070 3.6261
H 0.2002 -0.8489 -1.4613
H -0.4490 1.3328 -0.8820
H -1.8347 -2.3130 1.4249
H -3.1558 3.4639 -5.5232
H 0.8849 -7.5781 0.0740
H -6.7383 1.4190 5.2146
H 1.7169 -1.2781 3.4420
H 2.3754 -5.1363 1.5539
H 2.8071 -8.9371 0.7332
H 5.0539 2.6230 -3.4159
H 5.1067 2.0183 -6.5679
H -1.4407 -2.9507 -4.7677
H 4.0641 -1.1726 0.3706
H 3.6388 1.1016 0.3580
H 2.0945 1.6195 -0.3580
H -5.1494 1.9658 -3.0453
H -3.3532 -2.2759 4.6940
H -7.7866 1.4497 -5.6119
H 3.3882 2.7852 -0.1560
H 2.4033 2.8269 4.8443
H 2.9883 -5.6049 -0.4154
H 2.6814 1.1756 2.9347
H -3.2862 -1.3888 1.8488
H -0.8425 -3.5359 -3.3401
H 4.8982 5.4227 1.9420
H -4.6504 0.0548 2.3889
H 2.6976 -7.4683 1.7059
H 8.0145 4.8648 -5.7275
H -3.5199 0.7962 -4.2583
H -5.5681 -4.0182 4.8572
H 5.9228 4.8415 3.1834
H -2.3626 3.8739 2.2325
H 5.0581 4.9701 -5.8070
H 3.4553 1.8568 5.7815
H 5.0978 2.3026 3.9559
H -3.0448 2.1477 -3.2927
H -0.0380 2.7452 5.8837
H 3.4245 4.8013 3.6903
H -1.9658 1.0275 -0.5273
H 2.0198 -7.5589 -1.2064
H 0.1178 -0.8135 4.1406
H -7.4758 3.0185 -4.8381
H -3.9920 -7.7325 6.9761
H -0.9140 -7.4952 7.2282
H 0.0129 2.9033 -3.2075
H 1.1042 -3.1641 -0.2374
H 5.0680 -8.7383 1.6769
H 2.4528 -0.9359 1.0134
H -0.8092 -0.6265 -6.1161
H 7.6125 4.3981 1.5710
H -1.6111 -2.1755 -3.4684
H -4.5141 2.9616 1.8143
H -0.6150 1.5287 -3.1180
H 0.8181 -0.0065 2.7728
H 3.9665 3.1879 -7.1054
H -5.8764 -0.0931 4.5639
H -0.9796 4.1162 -1.1557
H -1.8543 -1.3486 2.8918
H -1.0076 4.1189 6.5254
H -5.0813 3.4203 -3.9756
H 4.6408 1.1353 -4.1650
H -0.9887 -7.0092 8.9176
H -2.9937 2.0492 -8.8230
H -0.6534 0.2656 0.4736
H -1.3025 -1.6257 -1.0645
H 0.6996 -5.3587 1.1978
H 8.2389 4.7213 -3.9948
H -4.6351 -2.0350 3.5751
H -4.0090 0.4575 -0.8297
H 3.7153 0.1940 3.9928
H -0.9586 1.8762 -9.8603
H -4.3058 2.0552 -6.9302
H 2.6564 2.8330 -2.5212
H 6.9863 5.7299 -4.4585
H -0.1558 3.6095 2.8982
H -3.6858 1.7752 0.7531
H -1.9821 -8.3626 8.4070
H -3.4504 -4.0483 6.1429
H -7.4498 0.6133 3.9666
H 2.4262 1.2271 -3.1854
H 0.2429 4.3894 5.2941
H 3.2636 3.5591 2.4997
H 6.0800 4.2563 -6.9622
H -0.2748 3.3466 -9.1487
H 2.5426 -1.3312 -0.5998
H -4.9445 -5.3877 7.0149
H -4.5486 -4.8795 3.6388
H 3.4322 3.6075 -4.6223
H -2.5303 3.5959 -8.0457
H 7.2675 3.3616 0.2205
H -3.5547 -0.6324 -1.7771
H -1.0136 -0.1626 -4.6896
H -5.8879 0.7756 1.5078
H -0.3932 4.8996 -0.0005
H -2.7822 -7.0851 5.8658
H -7.5285 1.4962 -3.8698
H -3.0461 0.8411 -6.6659
H 6.5415 4.8625 0.2462
H -3.2725 1.8675 3.5416
H -1.3134 2.7097 1.4303
H 1.0667 -3.0181 1.4822
H -4.9958 -6.3513 5.5278
*
```

The HOMO energy (alpha / beta) comes out at -0.97 / -5.19 eV. As for the LUMO energy (alpha / beta): 1.866 / 1.865 eV.

Here are the Löwdin charges for atoms 1 to 99, given in e: number 1, O, carries -0.193; number 2, O, carries -0.210; number 3, O, carries -0.188; number 4, O, carries -0.114; number 5, O, carries -0.201; number 6, O, carries -0.400; number 7, O, carries -0.166; number 8, O, carries -0.175; number 9, O, carries -0.197; number 10, O, carries 0.037; number 11, O, carries -0.196; number 12, O, carries -0.200; number 13, O, carries -0.187; number 14, O, carries -0.050; number 15, O, carries -0.164; number 16, O, carries -0.039; number 17, O, carries -0.210; number 18, O, carries -0.055; number 19, N, carries -0.046; number 20, N, carries -0.077; number 21, N, carries -0.031; number 22, N, carries -0.029; number 23, N, carries -0.040; number 24, N, carries -0.026; number 25, C, carries -0.171; number 26, C, carries -0.208; number 27, C, carries -0.236; number 28, C, carries -0.104; number 29, C, carries -0.187; number 30, C, carries -0.196; number 31, C, carries -0.228; number 32, C, carries -0.156; number 33, C, carries -0.141; number 34, C, carries -0.121; number 35, C, carries -0.172; number 36, C, carries -0.233; number 37, C, carries -0.101; number 38, C, carries -0.152; number 39, C, carries -0.243; number 40, C, carries -0.179; number 41, C, carries -0.235; number 42, C, carries -0.184; number 43, C, carries -0.098; number 44, C, carries -0.207; number 45, C, carries -0.214; number 46, C, carries -0.119; number 47, C, carries -0.102; number 48, C, carries -0.213; number 49, C, carries -0.199; number 50, C, carries -0.106; number 51, C, carries -0.147; number 52, C, carries -0.456; number 53, C, carries -0.215; number 54, C, carries -0.201; number 55, C, carries -0.226; number 56, C, carries -0.226; number 57, C, carries -0.076; number 58, C, carries -0.227; number 59, C, carries -0.184; number 60, C, carries -0.141; number 61, C, carries -0.183; number 62, C, carries -0.195; number 63, H, carries 0.083; number 64, H, carries 0.081; number 65, H, carries 0.089; number 66, H, carries 0.113; number 67, H, carries 0.075; number 68, H, carries 0.041; number 69, H, carries 0.081; number 70, H, carries 0.089; number 71, H, carries 0.114; number 72, H, carries 0.080; number 73, H, carries 0.080; number 74, H, carries 0.102; number 75, H, carries 0.117; number 76, H, carries 0.103; number 77, H, carries 0.115; number 78, H, carries 0.028; number 79, H, carries 0.095; number 80, H, carries 0.067; number 81, H, carries 0.077; number 82, H, carries 0.092; number 83, H, carries 0.119; number 84, H, carries 0.082; number 85, H, carries 0.074; number 86, H, carries 0.100; number 87, H, carries 0.088; number 88, H, carries 0.106; number 89, H, carries 0.069; number 90, H, carries 0.033; number 91, H, carries 0.117; number 92, H, carries 0.078; number 93, H, carries 0.105; number 94, H, carries 0.082; number 95, H, carries 0.112; number 96, H, carries 0.112; number 97, H, carries 0.119; number 98, H, carries 0.119; number 99, H, carries 0.110

***

# 2
ORCA calculation (ωB97M-V/def2-TZVPD) on a cluster of 2 separate species, CH3Cl2NO2S in total in a non-equilibrium geometry.

Structure (ORCA input):
```
! wB97M-V def2-TZVPD RIJCOSX def2/J DEFGRID3
* xyz 0 3
Cl -0.8082 0.5107 3.0295
Cl 2.5576 -0.8301 0.2129
S 0.1287 0.3908 -1.0643
O 0.6430 -0.2388 -2.2734
O -0.1099 1.7885 -0.9713
N -1.1238 -0.4387 -0.3015
C 1.1169 -0.0911 0.3443
H 0.6474 0.0081 1.4170
H -1.5688 -1.2258 -0.8359
H -1.4828 0.1265 0.4428
*
```

The energy above the lowest of the compared OMol25 structures with the same formula, charge and spin comes out at 0.0 kJ/mol. The HOMO energy (alpha / beta) comes out at -8.59 / -11.00 eV. As for the LUMO energy (alpha / beta): 0.593 / -4.750 eV.

What are the Löwdin partial charges on each atom? They are as follows, in elementary charge units: number 1, Cl, carries 0.166; number 2, Cl, carries 0.719; number 3, S, carries 0.526; number 4, O, carries -0.308; number 5, O, carries -0.292; number 6, N, carries -0.104; number 7, C, carries -0.775; number 8, H, carries -0.046; number 9, H, carries 0.115; number 10, H, carries 0.000

***

# 3
ORCA calculation (ωB97M-V/def2-TZVPD) on an isolated molecule of C5H10O.

Structure (ORCA input):
```
! wB97M-V def2-TZVPD RIJCOSX def2/J DEFGRID3
* xyz 0 1
O -1.1777 -1.0663 0.2718
C 0.3729 0.3816 -0.7648
C -0.6783 0.1031 0.2256
C -1.2091 1.2359 1.0557
C -0.7061 -2.1196 -0.6434
C 1.7879 0.3218 -0.1892
H 1.9458 -0.5957 0.3850
H 0.2242 -0.4345 -1.5059
H -1.7820 0.9344 1.9338
H 0.1971 1.3745 -1.1997
H 1.9687 1.1743 0.4759
H -1.8351 1.8887 0.4299
H 0.2207 -2.5372 -0.2395
H -1.4964 -2.8685 -0.6218
H -0.3584 1.8513 1.3800
H 2.5259 0.3563 -0.9933
*
```

The energy above the lowest of the compared OMol25 structures with the same formula, charge and spin comes out at 367.1 kJ/mol. The HOMO energy (alpha / beta) comes out at -6.77 / -6.77 eV. As for the LUMO energy (alpha / beta): 0.462 / 0.463 eV.

What are the Löwdin partial charges on each atom? They are as follows, in elementary charge units: number 1, O, carries -0.047; number 2, C, carries -0.215; number 3, C, carries -0.336; number 4, C, carries 0.008; number 5, C, carries -0.078; number 6, C, carries -0.079; number 7, H, carries 0.080; number 8, H, carries 0.092; number 9, H, carries 0.089; number 10, H, carries 0.124; number 11, H, carries 0.072; number 12, H, carries 0.099; number 13, H, carries 0.022; number 14, H, carries 0.006; number 15, H, carries 0.087; number 16, H, carries 0.076

***

# 4
ORCA calculation (ωB97M-V/def2-TZVPD) on a structure of composition C25H35N3O4Ru in a non-equilibrium geometry.

Structure (ORCA input):
```
! wB97M-V def2-TZVPD RIJCOSX def2/J DEFGRID3
* xyz 1 2
Ru -0.4276 0.0624 -0.2757
O 1.2481 -0.8269 -0.2751
O -0.0285 0.2664 1.9528
O 0.9558 0.5266 -2.5461
O -0.6634 -1.9002 -2.5257
N -2.3580 1.0500 -0.7595
N -1.3031 -1.5765 0.5263
N 0.2448 2.1639 -0.1573
C -2.7584 -1.6141 0.6697
C -3.2194 -0.2745 1.2217
C -2.3366 2.5428 -0.7310
C 2.3649 0.5402 -2.3120
C 0.0768 2.9814 -1.3828
C 0.7966 -2.4703 1.3987
C 0.7387 1.0593 2.6223
C 2.6660 -3.5928 2.4529
C 1.3229 2.2352 2.0612
C -0.6314 -2.3764 1.2830
C 1.3125 -3.4217 2.3012
C 1.8877 1.5586 4.7140
C 3.0451 -1.8690 0.7901
C 2.1729 3.0277 2.8393
C -3.5516 0.6679 0.0963
C -0.8014 -3.2574 -2.1511
C 1.0153 2.6995 0.7306
C 1.6659 -1.6830 0.6334
C -1.3939 3.2406 -1.6663
C -2.6166 0.5866 -2.1461
C 0.4849 -1.7270 -3.3487
C 1.0503 0.7534 3.9815
C 0.6215 -0.2651 -3.6850
C 3.5260 -2.7983 1.6800
C 2.4614 2.6986 4.1435
H -4.0888 -0.3920 1.8699
H -1.6186 2.9928 -2.7044
H 2.7495 -0.4588 -2.1211
H 0.6150 -4.0191 2.8732
H 0.0525 -3.5787 -1.5472
H 1.3854 -0.1207 -4.4567
H 2.8663 0.9906 -3.1738
H -3.5411 1.0244 -2.5336
H -4.0101 1.5791 0.4802
H 2.5410 1.1426 -1.4220
H -1.6232 4.3048 -1.5679
H 1.3772 -2.0988 -2.8295
H -0.3286 0.1115 -4.0723
H 3.1280 3.3214 4.7198
H 2.6105 3.9186 2.4093
H -3.0656 -2.4485 1.3036
H -2.1373 2.8168 0.3068
H -2.4184 0.1481 1.8385
H 0.5178 2.4224 -2.2004
H -1.7123 -3.3508 -1.5640
H 0.6015 -0.1406 4.3869
H -2.6926 -0.5004 -2.1612
H 2.1137 1.3108 5.7423
H 0.6233 3.9201 -1.2841
H -1.2006 -3.0585 1.9119
H 1.4640 3.6663 0.4957
H 3.7138 -1.2609 0.1980
H -1.7892 0.8643 -2.7990
H 3.0588 -4.3230 3.1424
H -3.3442 2.9014 -0.9688
H 4.5963 -2.9145 1.7848
H -0.8843 -3.8930 -3.0363
H -3.1999 -1.7915 -0.3160
H -4.2917 0.2081 -0.5635
H 0.3634 -2.3024 -4.2773
*
```

The energy above the lowest of the compared OMol25 structures with the same formula, charge and spin comes out at 0.0 kJ/mol. The HOMO energy (alpha / beta) comes out at -10.22 / -10.24 eV. As for the LUMO energy (alpha / beta): -3.555 / -3.668 eV.

What are the Löwdin partial charges on each atom? They are as follows, in elementary charge units: number 1, Ru, carries 1.475; number 2, O, carries -0.227; number 3, O, carries -0.119; number 4, O, carries -0.292; number 5, O, carries -0.236; number 6, N, carries -0.276; number 7, N, carries -0.115; number 8, N, carries -0.060; number 9, C, carries -0.184; number 10, C, carries -0.157; number 11, C, carries -0.210; number 12, C, carries -0.081; number 13, C, carries -0.188; number 14, C, carries -0.150; number 15, C, carries -0.325; number 16, C, carries -0.066; number 17, C, carries -0.140; number 18, C, carries -0.066; number 19, C, carries -0.023; number 20, C, carries -0.066; number 21, C, carries 0.006; number 22, C, carries -0.048; number 23, C, carries -0.176; number 24, C, carries -0.089; number 25, C, carries -0.066; number 26, C, carries -0.320; number 27, C, carries -0.156; number 28, C, carries -0.066; number 29, C, carries -0.191; number 30, C, carries -0.001; number 31, C, carries -0.171; number 32, C, carries -0.050; number 33, C, carries -0.089; number 34, H, carries 0.127; number 35, H, carries 0.110; number 36, H, carries 0.082; number 37, H, carries 0.117; number 38, H, carries 0.096; number 39, H, carries 0.137; number 40, H, carries 0.106; number 41, H, carries 0.111; number 42, H, carries 0.120; number 43, H, carries 0.090; number 44, H, carries 0.126; number 45, H, carries 0.129; number 46, H, carries 0.124; number 47, H, carries 0.103; number 48, H, carries 0.114; number 49, H, carries 0.124; number 50, H, carries 0.132; number 51, H, carries 0.106; number 52, H, carries 0.089; number 53, H, carries 0.081; number 54, H, carries 0.113; number 55, H, carries 0.079; number 56, H, carries 0.111; number 57, H, carries 0.117; number 58, H, carries 0.141; number 59, H, carries 0.131; number 60, H, carries 0.118; number 61, H, carries 0.063; number 62, H, carries 0.108; number 63, H, carries 0.130; number 64, H, carries 0.113; number 65, H, carries 0.100; number 66, H, carries 0.111; number 67, H, carries 0.124; number 68, H, carries 0.141